# 1
The following is a quantum chemistry calculation of one molecule with the formula C6H11Br2OP at a distorted geometry, from the Open Molecules 2025 dataset.

Geometry as XYZ:
```
21
Properties=species:S:1:pos:R:3:forces:R:3
C -1.296 -0.038 -1.079 0.0 2.6 0.6
C -0.053 0.610 -1.695 -1.4 0.5 1.0
C 1.165 -0.176 -1.500 -0.8 -1.5 -5.6
C 1.036 -0.363 0.633 -2.5 0.4 4.0
C 1.350 -1.670 1.189 -0.1 -0.7 1.2
C -1.176 1.476 1.520 -1.3 -0.1 0.0
O -1.582 -1.257 1.309 0.0 -0.7 0.8
P -0.829 -0.145 0.704 0.1 0.3 -0.9
Br -0.541 0.992 -3.669 0.5 0.1 0.6
Br 2.790 0.621 -1.733 0.6 0.4 0.1
H -2.160 0.698 -1.146 1.0 -0.9 0.0
H -1.607 -0.922 -1.547 -0.3 -1.6 -0.2
H -0.135 1.555 -1.093 1.3 0.0 -1.4
H 1.170 -1.240 -1.982 -0.2 1.9 1.4
H 1.589 0.522 0.829 0.8 0.5 0.0
H 0.269 -2.084 1.192 2.4 -1.0 0.4
H 1.782 -1.585 2.257 -0.8 -0.1 -1.2
H 2.177 -2.238 0.681 -1.0 0.2 -0.1
H -0.273 1.696 2.142 -0.8 0.6 -0.8
H -1.616 2.223 0.766 1.4 -0.6 1.1
H -2.060 1.324 2.223 1.2 -0.2 -0.8
```
Forces are in eV/Å.

⟨S²⟩: 2.01
multiplicity: 3
E_tot: -5799.65303 Eh

Results of the Löwdin charge analysis, in e, for atoms 1 through 6: number 1, C, carries -0.3150; number 2, C, carries -0.8109; number 3, C, carries -0.7697; number 4, C, carries -0.3325; number 5, C, carries -0.1654; number 6, C, carries -0.1671

---

# 2
The following is a quantum chemistry calculation of one molecule with the formula C6H11BrN2Si at a distorted geometry, from the Open Molecules 2025 dataset.

Geometry as XYZ:
```
21
Properties=species:S:1:pos:R:3:forces:R:3
C -0.889 1.972 -0.026 4.4 1.8 -0.9
C -0.991 0.622 -0.244 -2.5 -0.7 -0.2
C -2.441 0.455 -0.040 1.2 1.4 0.2
C 1.058 -0.175 1.558 -0.4 2.1 -1.8
C 1.932 -0.100 -1.426 -3.5 0.9 1.9
C 0.383 -2.484 -0.366 0.2 -0.9 -2.2
N -3.028 1.618 0.274 -0.5 -1.9 -0.2
N -2.045 2.515 0.260 -1.9 0.2 0.4
Si 0.437 -0.579 -0.204 1.8 -0.2 0.3
Br -3.447 -1.137 -0.113 0.3 0.4 0.0
H 0.033 2.674 -0.149 -1.7 -1.6 0.4
H 2.007 0.293 1.365 0.9 0.0 0.1
H 0.527 0.624 2.070 -0.5 0.1 -0.3
H 1.157 -0.883 2.285 0.5 -2.4 1.6
H 1.480 -0.325 -2.372 0.4 0.3 -0.9
H 2.136 0.944 -1.172 0.3 -0.1 -0.7
H 2.687 -0.756 -1.147 1.6 -1.0 0.3
H 1.487 -2.831 -0.630 -2.3 0.8 0.2
H 0.221 -2.900 0.603 -0.4 -0.3 0.7
H -0.397 -2.982 -1.108 1.8 1.1 1.4
H -2.305 3.434 0.585 0.5 0.0 -0.3
```
Forces are in eV/Å.

multiplicity: 1
E_tot: -3208.20986 Eh
structure (SMILES): C[Si](C)(C)c1c[nH]nc1Br

Results of the Löwdin charge analysis, in e, for atoms 1 through 6: number 1, C, carries -0.1838; number 2, C, carries -0.2753; number 3, C, carries -0.7712; number 4, C, carries -0.1629; number 5, C, carries -0.1639; number 6, C, carries -0.2081

---

# 3
The following is a quantum chemistry calculation of C6H11Cl4CrGaO2 as an isolated structure at a distorted geometry, from the Open Molecules 2025 dataset.

Geometry as XYZ:
```
25
Properties=species:S:1:pos:R:3:forces:R:3
Cr -0.319 0.526 0.633 0.5 -3.1 5.6
Cl -0.550 2.115 -0.551 -2.0 7.9 -0.9
C -2.159 0.324 1.330 -1.6 0.0 0.5
H -2.160 -0.158 2.332 0.1 0.2 -0.5
H -2.790 -0.304 0.667 0.3 0.3 0.2
H -2.670 1.304 1.442 0.1 -0.3 -0.1
Ga 0.138 0.848 -2.053 1.5 -2.9 -4.4
C 2.076 1.330 -2.612 -0.3 0.1 0.2
C -1.059 0.633 -3.732 0.0 0.3 0.3
C 0.008 -0.635 -0.749 0.6 -2.0 -2.6
H -1.452 -0.407 -3.761 0.2 0.7 0.0
H -1.911 1.344 -3.702 0.4 -0.4 -0.2
H -0.453 0.820 -4.645 -0.4 -0.1 0.5
H 2.757 0.524 -2.261 -0.3 0.5 -0.2
H 2.136 1.403 -3.720 0.0 0.0 0.7
H 2.390 2.295 -2.161 0.0 -0.5 -0.3
H -0.763 -1.423 -0.894 0.6 0.4 0.0
H 1.030 -1.069 -0.684 -0.6 -0.2 0.4
Cl 1.598 -1.170 5.499 -0.1 -0.1 -0.4
C 0.951 -1.774 3.948 0.3 -0.8 0.8
Cl 2.172 -2.832 3.200 -0.1 0.1 0.0
Cl -0.517 -2.726 4.281 0.0 0.1 -0.1
C 0.618 -0.652 3.010 -1.0 6.2 -2.8
O 0.808 0.600 3.360 -0.4 -4.6 -0.6
O 0.118 -0.917 1.825 2.0 -1.7 4.0
```
Forces are in eV/Å.

charge: -1
⟨S²⟩: 3.82
multiplicity: 4
E_tot: -5195.71760 Eh

Results of the Löwdin charge analysis, in e, for atoms 1 through 6: number 1, Cr, carries 0.3315; number 2, Cl, carries 0.5200; number 3, C, carries -0.2264; number 4, H, carries 0.0031; number 5, H, carries 0.0095; number 6, H, carries -0.0092

---

# 4
The following is a quantum chemistry calculation of a 2-piece molecular cluster, C6H11ClN2 overall at a distorted geometry, from the Open Molecules 2025 dataset.

Geometry as XYZ:
```
20
Properties=species:S:1:pos:R:3:forces:R:3
C 17.237 12.055 -9.350 -0.5 1.0 0.9
C 18.282 11.062 -9.708 2.1 -0.2 -0.1
N 19.599 11.642 -10.096 -1.5 0.4 -0.6
C 20.844 11.159 -9.895 3.5 1.4 1.1
C 21.787 12.214 -10.133 -1.7 -3.3 0.0
N 21.095 13.204 -10.761 -0.2 1.5 -0.2
C 19.761 12.794 -10.842 -0.7 1.6 -0.9
C 21.575 14.571 -11.111 -0.5 -2.7 0.6
H 16.673 12.518 -10.160 0.1 0.0 0.0
H 17.677 12.823 -8.714 0.2 0.4 -0.3
H 16.556 11.593 -8.636 -0.4 -0.3 -0.4
H 17.957 10.399 -10.509 -0.1 -0.4 0.2
H 18.499 10.564 -8.763 0.1 -0.8 -0.4
H 21.062 10.185 -9.483 -0.2 -0.1 0.3
H 22.866 12.189 -10.118 -0.1 -0.1 0.1
H 18.986 13.397 -11.291 0.1 -0.1 0.3
H 21.464 14.599 -12.195 -0.1 0.9 0.0
H 22.632 14.602 -10.849 -0.1 0.2 0.0
H 20.994 15.270 -10.508 0.1 0.5 -0.5
Cl 21.067 7.951 -7.891 -0.1 0.1 -0.1
```
Forces are in eV/Å.

charge: -1
⟨S²⟩: 0.76
multiplicity: 2
E_tot: -804.88232 Eh

Results of the Löwdin charge analysis, in e, for atoms 1 through 6: number 1, C, carries -0.1205; number 2, C, carries -0.1922; number 3, N, carries -0.1185; number 4, C, carries -0.0761; number 5, C, carries -0.0827; number 6, N, carries -0.2004